A structure of composition C3H14NO4 at a distorted geometry. Source: the Open Molecules 2025 dataset; level of theory: ωB97M-V with the def2-TZVPD basis set.

XYZ file:
```
22
Properties=species:S:1:pos:R:3:lowdin_spin:R:1
C 0.046 0.038 -1.968 0.188
N 0.694 0.094 -0.647 0.015
C -0.166 0.734 0.451 0.037
O -0.186 -0.202 1.456 0.015
C -1.244 -0.835 -2.044 0.050
H 0.678 -0.303 -2.807 0.086
H -0.348 1.013 -2.219 0.042
H 0.797 -0.848 -0.192 0.012
H 0.428 1.625 0.709 0.022
H -1.199 0.954 0.118 0.003
H -1.394 -1.585 -1.243 0.001
H -2.118 -0.198 -1.889 0.004
H -1.337 -1.267 -3.077 0.026
H 4.222 1.315 -0.641 0.114
H 3.026 2.122 -0.849 0.061
O 3.990 2.248 -0.792 0.315
H 0.216 0.234 3.065 0.000
H -0.648 -0.283 4.237 0.001
O 0.212 0.105 4.065 0.004
H -2.227 -2.432 1.610 0.001
H -1.236 -0.980 1.412 0.000
O -2.206 -1.547 1.242 0.002
```

Values from the calculation:
F_max: 0.0381 Eh/bohr
Highest occupied orbital energy (spin up / spin down): 4.0 / -1.5 eV
Total charge: -2
Multiplicity: 2
ΔE to the lowest compared entry with this formula, charge and spin: 16.1 kcal/mol
Calculated total energy: -478.2778 a.u.